1.
ORCA calculation (ωB97M-V/def2-TZVPD) on a 3-piece molecular cluster, C5H17NO2S overall in a non-equilibrium geometry.

The HOMO-LUMO gap is 9.313 eV. As for the highest occupied orbital energy: -0.321 Eh. The calculation puts the total energy at -803.95639 a.u.

The geometry in XYZ format:
```
26
Properties=species:S:1:pos:R:3:forces:R:3
C 1.975121 1.259707 0.458658 -2.2 2.0 1.5
N 0.485801 0.882339 0.316598 1.4 0.2 -0.5
C 0.362296 -0.378947 -0.265956 -2.0 -5.2 -0.7
C -1.142293 -0.834844 -0.035544 -0.5 3.0 -0.5
C -1.750763 -2.062215 -0.671100 0.9 0.1 -2.7
S -3.551666 -2.317674 -0.437189 1.0 -2.9 0.1
C 0.706791 -0.492779 -1.767216 -1.3 2.7 0.7
H 2.210963 2.185691 -0.099526 0.3 -1.0 -0.4
H 2.716644 0.447814 0.504655 -0.6 0.2 -0.9
H 1.957910 1.637422 1.488449 0.5 0.0 0.1
H -0.160365 1.511524 -0.225489 1.8 -0.2 0.9
H 1.047489 -1.175494 0.254492 -1.2 1.4 -0.8
H -1.764044 0.079749 -0.435300 0.9 -1.4 0.3
H -1.301642 -0.678170 1.018266 -0.3 -0.8 0.7
H -1.140482 -2.975800 -0.585368 -0.7 -0.1 1.1
H -1.619572 -1.999078 -1.804960 -0.3 0.6 1.3
H -3.997780 -1.140381 -0.276620 -0.2 2.3 0.2
H 0.440814 -1.246807 -2.427424 -2.0 -2.2 -0.4
H 1.693463 -0.844331 -1.661816 2.4 1.6 -1.0
H 0.190630 0.422150 -2.287935 2.3 -1.0 0.7
H 0.825967 -0.779674 1.958320 0.0 1.0 -0.1
H 1.856460 -1.026482 3.008400 11.4 6.2 7.2
O 1.236686 -1.331067 2.605049 -11.4 -7.2 -6.7
H -1.217717 3.333706 0.534416 -2.5 0.4 2.2
H 0.317380 4.044424 0.608853 -1.7 -0.4 0.5
O -0.378094 3.479218 0.225284 4.0 0.5 -2.6
```
Forces are in eV/Å.

***

2.
ORCA calculation (ωB97M-V/def2-TZVPD) on C5H17O2PYb as an isolated structure in a non-equilibrium geometry.

Its expectation value of S² is 0.752. The spin multiplicity is 2. The HOMO-LUMO gap (spin up / spin down) is 6.522 / 6.577 eV. As for the highest occupied orbital energy (spin up / spin down): -0.394 / -0.397 Eh. The calculation puts the total energy at -1850.78329 a.u. The total charge is +1.

The geometry in XYZ format:
```
26
Properties=species:S:1:pos:R:3:forces:R:3
Yb 0.820682 -1.080690 0.584374 1.1 2.8 -1.5
H 0.229493 -3.022917 1.063480 -1.8 -0.3 -0.4
H -0.462098 -2.723358 0.807702 0.6 -1.4 0.7
P -1.026555 0.724117 -0.467186 -2.4 -1.2 -0.4
C -2.218281 1.765059 0.439201 -0.2 0.5 0.8
H -3.045125 2.128078 -0.204606 0.6 -0.3 0.2
H -2.660279 1.221386 1.283795 0.1 0.0 -0.2
H -1.721073 2.639107 0.872407 0.0 0.0 -0.1
C -0.957745 1.715131 -1.992759 1.0 0.2 -0.3
H -0.467093 1.138265 -2.778284 0.0 0.0 0.0
H -1.955890 2.023958 -2.343790 0.3 -0.3 0.4
H -0.353370 2.607533 -1.830070 0.0 0.1 0.0
C -2.277932 -0.481631 -1.083460 -0.7 -0.3 -0.5
H -2.690172 -1.087165 -0.265515 0.1 0.2 0.0
H -3.123874 0.027576 -1.590881 0.4 -0.3 0.2
H -1.827415 -1.183855 -1.795605 0.0 0.2 0.0
C 0.146323 0.273920 2.398249 -0.2 1.6 2.6
O 0.039116 0.840397 3.393361 0.1 -1.2 -2.5
H 1.205954 -0.619476 -1.270290 0.0 -0.5 0.1
H 0.911892 0.803007 0.150155 0.6 0.4 0.8
C 3.618863 -1.415324 0.420823 1.6 -0.5 0.2
O 2.835422 -0.871892 1.514413 -0.6 -0.6 -1.2
H 3.099757 -2.233072 -0.101560 -0.1 0.2 0.2
H 4.510462 -1.848334 0.912013 -0.3 0.0 -0.7
H 3.917792 -0.663539 -0.314161 -0.3 0.0 0.3
H 3.451147 -0.676281 2.198192 0.4 0.6 1.1
```
Forces are in eV/Å.

***

3.
ORCA calculation (ωB97M-V/def2-TZVPD) on C5H18B2BeCl10 as an isolated structure in a non-equilibrium geometry.

The HOMO-LUMO gap is 7.530 eV. As for the highest occupied orbital energy: -0.392 Eh. The calculation puts the total energy at -4867.45932 a.u.

The geometry in XYZ format:
```
36
Properties=species:S:1:pos:R:3:forces:R:3
Be -2.158597 -0.116166 2.093132 1.3 3.8 -1.0
B -0.374428 0.052735 0.720711 -2.1 0.0 1.5
H -0.628033 1.041937 1.292494 -0.3 1.2 0.6
H 0.600455 0.122053 0.116371 0.9 -0.2 -0.4
H -0.292126 -0.778595 1.572127 -0.1 -1.3 1.5
H -1.315567 -0.242902 0.083066 -1.4 -0.3 -0.8
B -3.254654 1.794391 2.822826 1.4 -1.7 -0.9
H -2.589066 1.354255 3.694692 1.2 -0.9 1.0
H -3.893629 2.641035 3.274579 -0.8 0.6 0.5
H -2.570753 2.124745 1.941989 0.7 0.4 -1.0
H -4.005380 0.954974 2.440012 -0.9 -1.6 -0.8
C -2.729996 -2.989658 -2.943906 -0.5 -0.2 0.0
Cl -2.989904 -4.727768 -2.808585 0.2 -0.3 -0.2
Cl -1.916775 -2.352712 -1.527051 0.1 0.2 0.4
H -2.120805 -2.724132 -3.801289 -0.1 -0.2 -0.1
H -3.736850 -2.587809 -2.984555 0.2 0.4 -0.1
C 0.910023 -0.219598 -2.519404 0.4 -0.5 -0.2
Cl 2.693116 -0.498939 -2.407600 -0.8 0.3 -0.1
Cl 0.330370 -0.058645 -4.191800 0.2 0.0 0.3
H 0.439876 -1.101567 -2.094751 0.0 0.1 -0.1
H 0.620135 0.662728 -1.961871 0.3 0.1 -0.2
C 2.937552 1.016862 1.690381 0.3 0.4 0.4
Cl 4.270728 0.441604 2.685548 0.3 -0.1 0.3
Cl 2.444250 2.677153 2.156361 0.0 -0.5 0.1
H 3.325607 1.031099 0.677887 -0.5 0.0 -0.1
H 2.118952 0.337960 1.891136 -0.1 0.2 -0.4
C 0.725640 3.595779 -1.190070 -0.2 0.5 -0.2
Cl 0.099643 3.464161 -2.857652 0.1 -0.4 0.2
Cl 2.462870 3.333273 -1.060271 0.0 0.0 -0.4
H 0.512394 4.629579 -0.941519 0.1 -0.1 0.4
H 0.228163 2.893050 -0.529162 -0.1 0.0 -0.1
C 1.858116 -3.042263 0.906169 0.4 -0.1 0.5
Cl 3.571174 -2.763244 0.492362 -0.5 0.0 0.0
Cl 1.590172 -4.715843 1.421599 -0.1 -0.1 -0.2
H 1.610590 -2.457529 1.785751 0.1 0.3 -0.2
H 1.226737 -2.792002 0.060290 0.1 -0.1 0.0
```
Forces are in eV/Å.

***

4.
ORCA calculation (ωB97M-V/def2-TZVPD) on one molecule with the formula C5H18ClNSi3 in a non-equilibrium geometry.

The HOMO-LUMO gap is 9.432 eV. As for the highest occupied orbital energy: -0.321 Eh. The calculation puts the total energy at -1584.85219 a.u.

The geometry in XYZ format:
```
28
Properties=species:S:1:pos:R:3:forces:R:3
C -1.292101 -2.161659 -1.200892 0.5 0.3 0.2
C 0.966190 -2.654365 0.854679 -0.2 0.3 -0.5
C -2.126428 0.289210 1.600394 0.3 0.3 -0.4
C -1.959496 1.652454 -1.187250 0.3 -0.1 0.6
C 2.565587 2.536901 -0.334865 0.1 -0.6 0.3
N 0.372468 0.115182 -0.083573 3.0 0.9 0.8
Si 0.389233 -1.540216 -0.580494 -0.1 -0.2 0.5
Si -0.961286 1.123394 0.345718 -0.2 -0.4 -0.2
Si 2.423657 0.846023 0.499940 -4.4 0.4 -1.3
Cl 3.760702 -0.457407 -0.182728 0.7 -0.6 -0.3
H -2.059055 -2.093608 -0.437047 -0.1 0.0 0.2
H -1.619466 -1.585967 -2.058094 -0.1 0.1 -0.2
H -1.223004 -3.201943 -1.505387 0.1 -0.2 0.0
H 1.806831 -2.209151 1.377627 0.2 0.1 0.1
H 0.175248 -2.811452 1.583104 -0.2 0.1 0.1
H 1.281058 -3.630150 0.498716 0.1 -0.2 -0.1
H -1.554292 -0.189124 2.389063 0.2 -0.1 0.2
H -2.792888 1.009819 2.065505 -0.1 0.2 0.1
H -2.747763 -0.473223 1.137336 -0.1 -0.1 -0.1
H -2.591515 2.508566 -0.968152 -0.1 0.2 0.1
H -1.302971 1.925219 -2.007360 0.2 0.1 -0.1
H -2.604965 0.851386 -1.536735 -0.1 -0.2 0.0
H 3.186292 3.213394 0.248805 0.1 0.0 0.1
H 3.004122 2.460468 -1.327131 0.0 -0.2 -0.1
H 1.583844 2.989799 -0.437745 -0.2 0.0 0.1
H 1.345928 -1.661842 -1.702955 0.1 -0.2 -0.1
H -0.380667 2.324603 0.995416 0.0 0.2 0.0
H 2.354733 0.823687 1.954092 0.1 0.0 0.2
```
Forces are in eV/Å.